1.
3 unconnected molecules or ions with the total composition C44H83N4O8PS2 in a non-equilibrium geometry, computed with wB97M-V/def2-TZVPD.

spin multiplicity	3
strongest force on any atom	3.90	eV/Å
E_HOMO (spin up / spin down)	-8.777 / -8.787	eV
expectation value of S²	2.01
net charge	0
Kohn-Sham gap (spin up / spin down)	9.258 / 8.820	eV

Geometry as XYZ:
```
142
C44H83N4O8PS2 | the Open Molecules 2025 dataset | wB97M-V/def2-TZVPD
C -3.208 -4.169 -1.742
C -2.236 -3.565 -2.819
C -2.556 -2.082 -3.164
C -1.664 -0.925 -2.629
O -1.968 -0.357 -1.381
C -3.295 -0.161 -0.968
C -3.643 -0.929 0.331
C -5.177 -0.675 0.562
C -2.824 -0.412 1.522
C -3.066 1.090 1.821
C -3.127 -1.202 2.823
C -1.848 0.234 -3.731
P -3.573 0.510 -4.354
O -3.609 0.276 -5.824
C -1.221 1.614 -3.393
C -1.958 2.504 -2.356
N -1.613 3.936 -2.472
C -1.295 2.423 -4.763
C -0.019 3.246 -5.047
C -0.346 4.279 -6.159
S -1.031 3.507 -7.669
O 0.176 1.623 -3.051
S 0.760 0.361 -2.260
O 2.157 0.311 -2.568
O 0.634 0.641 -0.858
C -0.103 -1.239 -2.636
C 0.352 -2.050 -3.890
C 1.550 -1.656 -4.790
O 2.842 -1.927 -4.238
C 1.504 -0.328 -5.543
N 0.402 -0.310 -6.533
C 0.342 -2.054 -1.389
C 1.696 -2.287 -1.177
C 2.141 -3.037 -0.116
C 1.278 -3.601 0.810
C -0.069 -3.347 0.633
C -0.497 -2.594 -0.436
H -3.977 -3.451 -1.452
H -3.629 -5.111 -2.108
H -2.579 -4.463 -0.889
H -2.476 -4.144 -3.725
H -1.193 -3.794 -2.608
H -2.475 -2.021 -4.260
H -3.622 -1.955 -2.960
H -3.400 0.896 -0.677
H -4.109 -0.351 -1.677
H -3.569 -2.015 0.194
H -5.655 -0.161 -0.281
H -5.692 -1.640 0.670
H -5.380 -0.117 1.480
H -1.757 -0.503 1.269
H -2.158 1.700 1.775
H -3.787 1.560 1.135
H -3.504 1.230 2.819
H -2.480 -0.763 3.594
H -2.964 -2.278 2.707
H -4.149 -0.950 3.131
H -1.308 -0.134 -4.615
H -4.560 -0.306 -3.768
H -3.980 1.852 -4.151
H -3.040 2.372 -2.317
H -1.581 2.187 -1.365
H -0.688 4.094 -2.089
H -2.283 4.452 -1.912
H -1.420 1.727 -5.599
H -2.179 3.069 -4.780
H 0.269 3.850 -4.183
H 0.794 2.615 -5.419
H -1.087 4.992 -5.778
H 0.547 4.844 -6.440
H -2.297 3.967 -7.767
H -0.466 -2.203 -4.608
H 0.566 -3.068 -3.545
H 1.493 -2.391 -5.619
H 2.958 -2.881 -4.306
H 2.421 -0.317 -6.152
H 1.558 0.571 -4.923
H 0.043 0.625 -6.672
H -0.331 -0.966 -6.299
H 2.475 -1.893 -1.824
H 3.207 -3.223 0.008
H 1.624 -4.200 1.649
H -0.780 -3.773 1.340
H -1.567 -2.429 -0.507
C 3.390 -8.285 5.568
C 3.738 -7.016 4.756
C 5.184 -6.565 5.006
C 5.398 -5.829 6.324
C 4.408 -4.676 6.453
C 2.956 -5.133 6.297
N 2.742 -5.939 5.052
O 2.725 -5.117 4.040
C 2.561 -5.926 7.562
C 2.034 -3.912 6.327
C 3.669 -7.502 3.305
H 3.032 -8.099 6.575
H 2.595 -8.849 5.078
H 4.258 -8.940 5.657
H 5.496 -5.899 4.196
H 5.851 -7.429 4.955
H 5.313 -6.523 7.165
H 6.418 -5.438 6.358
H 4.539 -4.189 7.422
H 4.645 -3.921 5.695
H 1.591 -6.411 7.438
H 2.484 -5.256 8.419
H 3.293 -6.676 7.853
H 2.282 -3.183 5.556
H 2.120 -3.400 7.285
H 0.990 -4.207 6.201
H 2.652 -7.782 3.026
H 4.302 -8.382 3.186
H 4.023 -6.754 2.595
C 1.569 7.532 -0.734
C 0.165 7.784 -0.136
C 0.211 8.831 0.987
C 0.731 8.306 2.321
C -0.038 7.054 2.736
C -0.009 5.970 1.657
N -0.429 6.489 0.315
O -1.728 6.620 0.321
C 1.413 5.369 1.614
C -0.889 4.797 2.090
C -0.603 8.414 -1.301
H 2.158 6.781 -0.219
H 1.490 7.182 -1.765
H 2.159 8.450 -0.739
H -0.798 9.223 1.152
H 0.814 9.684 0.668
H 1.805 8.110 2.259
H 0.610 9.076 3.087
H 0.378 6.661 3.666
H -1.074 7.335 2.957
H 1.536 4.703 0.758
H 1.602 4.782 2.513
H 2.201 6.118 1.593
H -1.918 5.094 2.292
H -0.509 4.352 3.010
H -0.897 4.018 1.325
H -0.735 7.706 -2.122
H -0.043 9.268 -1.685
H -1.585 8.781 -1.007
```

2.
12 unconnected molecules or ions with the total composition C44H84O22S6 in a non-equilibrium geometry, computed with wB97M-V/def2-TZVPD.

SMILES	C[C@H]1COC(=O)O1.C[C@H]1COC(=O)O1.O=S1(=O)CCCC1.O=S1(=O)CCCC1.O=S1(=O)CCCC1.O=S1(=O)CCCC1.O=S1(=O)CCCC1.O=S1(=O)CCCC1.CC(C)=O.CC(C)=O.CC(C)=O.CC(C)=O
energy relative to the best compared isomer or geometry (same formula, charge and spin)	172.88	kcal per mole
spin multiplicity	1
strongest force on any atom	6.31	eV/Å
E_HOMO	-9.807	eV
net charge	0
Kohn-Sham gap	9.532	eV

Geometry as XYZ:
```
156
C44H84O22S6 | the Open Molecules 2025 dataset | wB97M-V/def2-TZVPD
C -7.033 -2.834 -0.483
C -8.019 -1.796 -1.184
C -9.483 -2.213 -0.986
O -10.006 -0.901 -0.595
C -8.989 -0.008 -0.318
O -9.165 1.069 0.240
O -7.846 -0.467 -0.691
H -6.045 -2.377 -0.443
H -6.939 -3.790 -0.998
H -7.348 -2.950 0.554
H -7.776 -1.868 -2.244
H -9.540 -3.033 -0.271
H -9.971 -2.531 -1.908
C 6.271 -6.764 0.567
C 7.102 -5.596 -0.017
C 7.984 -4.919 1.108
O 9.138 -4.816 0.400
C 9.223 -5.644 -0.596
O 10.314 -5.989 -1.174
O 8.000 -6.169 -0.802
H 5.478 -6.959 -0.155
H 5.926 -6.601 1.588
H 6.783 -7.720 0.457
H 6.510 -4.845 -0.538
H 8.250 -5.533 1.969
H 7.667 -3.913 1.380
O -1.970 -8.599 -0.212
S -2.311 -9.385 0.987
O -2.860 -10.751 0.927
C -0.789 -9.562 2.044
C -1.402 -9.062 3.511
C -2.904 -8.791 3.469
C -3.286 -8.342 2.192
H 0.060 -9.037 1.608
H -0.557 -10.627 2.076
H -1.113 -9.641 4.388
H -0.883 -8.108 3.609
H -3.161 -8.108 4.279
H -3.472 -9.707 3.633
H -3.026 -7.285 2.128
H -4.363 -8.472 2.081
O 2.143 -0.534 -7.613
S 3.123 0.309 -8.332
O 4.503 -0.195 -8.597
C 2.392 1.164 -9.831
C 1.898 2.598 -9.330
C 1.978 2.596 -7.739
C 3.259 1.886 -7.286
H 1.644 0.477 -10.227
H 3.124 1.290 -10.629
H 2.589 3.345 -9.721
H 0.906 2.897 -9.666
H 1.177 1.995 -7.309
H 1.966 3.564 -7.237
H 3.329 1.743 -6.208
H 4.170 2.441 -7.510
O 8.950 -1.476 8.687
S 8.053 -0.322 8.811
O 7.776 0.214 10.126
C 8.602 1.041 7.742
C 8.147 0.704 6.352
C 6.789 0.109 6.379
C 6.498 -0.495 7.770
H 9.641 1.250 7.998
H 8.130 1.975 8.048
H 8.193 1.449 5.558
H 8.803 -0.094 6.005
H 6.722 -0.651 5.601
H 5.949 0.715 6.042
H 6.022 -1.470 7.872
H 5.825 0.029 8.449
O -3.717 5.369 4.512
S -4.903 6.013 3.949
O -5.170 5.990 2.547
C -6.428 5.714 4.946
C -6.557 6.853 5.973
C -6.188 8.042 5.024
C -4.813 7.684 4.449
H -6.368 4.723 5.396
H -7.324 5.826 4.336
H -7.520 6.797 6.480
H -5.787 6.672 6.722
H -6.336 8.941 5.622
H -6.965 8.107 4.263
H -4.093 7.719 5.267
H -4.461 8.333 3.648
O 2.042 -1.416 1.157
S 0.694 -1.570 0.586
O -0.162 -2.699 0.983
C -0.343 0.010 0.640
C -0.339 0.495 -0.819
C -0.222 -0.725 -1.757
C 0.831 -1.616 -1.224
H 0.056 0.636 1.438
H -1.395 -0.171 0.862
H -1.327 0.789 -1.172
H 0.454 1.179 -1.121
H -0.204 -0.674 -2.846
H -1.182 -1.240 -1.793
H 1.836 -1.207 -1.332
H 0.926 -2.649 -1.557
O -4.147 3.751 -6.533
S -5.205 4.744 -6.410
O -5.823 5.012 -7.727
C -6.327 4.359 -5.091
C -6.367 5.527 -4.087
C -4.991 6.215 -4.100
C -4.576 6.362 -5.631
H -5.786 3.509 -4.675
H -7.273 4.037 -5.529
H -7.165 6.185 -4.433
H -6.623 5.099 -3.118
H -4.286 5.643 -3.497
H -5.043 7.198 -3.632
H -3.542 6.585 -5.893
H -5.324 7.027 -6.064
C -3.060 -5.011 -5.168
C -4.324 -4.150 -5.565
C -4.206 -2.653 -6.030
O -5.501 -4.619 -5.430
H -3.355 -5.984 -4.775
H -2.294 -4.601 -4.510
H -2.590 -5.292 -6.111
H -5.035 -2.405 -6.694
H -3.241 -2.359 -6.443
H -4.275 -1.998 -5.162
C 1.364 6.717 0.081
C 2.786 7.006 0.189
C 3.757 5.845 0.452
O 3.361 8.087 -0.155
H 1.011 5.959 0.780
H 0.906 6.502 -0.884
H 0.874 7.592 0.506
H 4.628 6.095 1.056
H 4.183 5.581 -0.516
H 3.282 4.947 0.846
C 9.083 1.753 -0.845
C 7.801 1.711 -1.682
C 7.864 2.682 -2.836
O 6.822 1.053 -1.351
H 10.006 2.199 -1.214
H 9.388 0.757 -0.523
H 8.959 2.364 0.050
H 8.393 3.576 -2.505
H 6.867 3.040 -3.092
H 8.395 2.247 -3.682
C -2.401 -0.421 6.652
C -1.822 -1.779 6.272
C -0.481 -2.136 6.840
O -2.462 -2.692 5.736
H -2.712 -0.155 7.662
H -3.294 -0.162 6.083
H -1.598 0.275 6.408
H -0.392 -3.167 7.181
H -0.313 -1.518 7.723
H 0.315 -1.979 6.112
```

3.
13 unconnected molecules or ions with the total composition C44H85BBr24O3 in a non-equilibrium geometry, computed with wB97M-V/def2-TZVPD.

spin multiplicity	1
strongest force on any atom	3.07	eV/Å
E_HOMO	-8.302	eV
net charge	0
Kohn-Sham gap	8.568	eV

Geometry as XYZ:
```
157
C44H85BBr24O3 | the Open Molecules 2025 dataset | wB97M-V/def2-TZVPD
C 0.064 -0.536 2.052
C 0.100 -1.059 0.796
C 0.881 -0.529 -0.382
C 0.709 -1.558 -1.518
C -0.706 -1.719 -2.103
C -1.025 -3.184 -2.496
C -2.550 -3.421 -2.424
C -3.007 -3.990 -1.055
C -3.376 -2.854 -0.079
C -4.572 -3.161 0.843
C -4.586 -2.104 1.953
C -5.942 -2.083 2.691
C 2.395 -0.540 -0.005
C 2.572 0.815 0.674
O 3.494 1.231 1.337
O 1.441 1.539 0.462
C 0.702 1.007 -0.669
C 1.285 1.349 -2.031
C 1.179 2.821 -2.474
C -0.149 3.160 -3.181
C 1.487 3.856 -1.386
B -0.813 1.495 -0.371
C -2.041 1.192 -1.306
O -1.066 2.265 0.746
H 0.954 -0.374 2.653
H -0.895 -0.282 2.497
H -0.450 -1.979 0.619
H 0.984 -2.521 -1.091
H 1.405 -1.389 -2.339
H -1.430 -1.444 -1.342
H -0.812 -1.053 -2.956
H -0.681 -3.335 -3.517
H -0.484 -3.808 -1.793
H -2.807 -4.121 -3.216
H -3.028 -2.456 -2.577
H -2.173 -4.550 -0.639
H -3.879 -4.619 -1.226
H -2.527 -2.692 0.589
H -3.572 -1.929 -0.617
H -4.417 -4.162 1.242
H -5.472 -3.061 0.239
H -3.761 -2.287 2.642
H -4.419 -1.141 1.468
H -6.223 -1.056 2.917
H -6.703 -2.510 2.046
H -5.891 -2.640 3.624
H 3.028 -0.526 -0.888
H 2.656 -1.336 0.683
H 2.345 1.088 -2.041
H 0.835 0.743 -2.814
H 1.942 2.957 -3.245
H 0.049 4.038 -3.792
H -0.858 3.499 -2.427
H -0.536 2.333 -3.765
H 0.626 4.004 -0.738
H 1.852 4.782 -1.821
H 2.290 3.475 -0.759
H -2.677 0.416 -0.876
H -1.728 0.849 -2.289
H -2.672 2.066 -1.461
H -1.091 1.745 1.551
Br 0.513 -5.000 1.418
C 0.272 -6.920 1.213
C 1.319 -7.514 0.314
Br 0.956 -7.146 -1.560
H -0.740 -7.071 0.851
H 0.359 -7.324 2.220
H 1.320 -8.600 0.397
H 2.314 -7.138 0.522
Br -5.503 -4.425 6.702
C -4.026 -3.240 7.155
C -3.598 -2.404 5.985
Br -2.546 -3.432 4.709
H -3.227 -3.866 7.539
H -4.402 -2.603 7.951
H -2.944 -1.601 6.313
H -4.435 -1.984 5.436
Br 4.869 -4.909 1.376
C 4.362 -6.017 2.890
C 5.150 -7.302 2.925
Br 4.510 -8.569 1.594
H 3.289 -6.174 2.815
H 4.577 -5.420 3.772
H 5.021 -7.800 3.884
H 6.209 -7.158 2.733
Br -3.574 -7.307 1.397
C -3.800 -9.224 1.155
C -2.743 -9.794 0.247
Br -3.093 -9.371 -1.618
H -4.806 -9.376 0.779
H -3.718 -9.653 2.152
H -2.741 -10.881 0.301
H -1.750 -9.420 0.472
Br 4.576 -13.781 0.463
C 5.031 -12.497 -0.926
C 4.327 -11.184 -0.721
Br 2.450 -11.277 -1.232
H 4.786 -12.962 -1.876
H 6.108 -12.365 -0.854
H 4.758 -10.415 -1.359
H 4.349 -10.851 0.310
Br 8.642 -8.979 2.963
C 10.153 -7.813 2.578
C 9.966 -6.444 3.176
Br 8.701 -5.384 2.148
H 10.261 -7.787 1.499
H 11.017 -8.307 3.017
H 10.900 -5.888 3.150
H 9.595 -6.478 4.195
Br -6.533 -0.253 7.208
C -6.357 -0.582 9.117
C -5.834 0.626 9.847
Br -3.925 0.863 9.561
H -5.712 -1.446 9.228
H -7.358 -0.832 9.461
H -5.954 0.500 10.921
H -6.313 1.548 9.536
Br -0.549 7.188 -2.918
C 0.598 8.116 -4.179
C 1.979 7.522 -4.213
Br 3.024 8.047 -2.657
H 0.594 9.162 -3.893
H 0.113 8.006 -5.147
H 2.534 7.895 -5.071
H 1.970 6.437 -4.232
Br -1.474 11.041 -2.060
C 0.164 12.030 -1.706
C 0.549 12.916 -2.861
Br 1.334 11.918 -4.339
H 0.924 11.296 -1.457
H -0.052 12.638 -0.830
H 1.320 13.621 -2.557
H -0.297 13.457 -3.271
Br -3.300 14.542 -8.416
C -1.698 13.897 -7.521
C -2.019 12.960 -6.391
Br -2.661 13.908 -4.816
H -1.147 14.774 -7.198
H -1.131 13.380 -8.292
H -1.119 12.442 -6.064
H -2.782 12.232 -6.649
Br 1.745 12.424 -8.861
C 2.317 13.631 -10.278
C 1.811 15.030 -10.050
Br -0.078 15.190 -10.484
H 1.968 13.206 -11.213
H 3.404 13.610 -10.252
H 2.319 15.731 -10.708
H 1.926 15.354 -9.021
Br -0.369 -1.017 7.252
C 0.056 0.224 5.815
C -0.688 1.520 5.972
Br -2.550 1.309 5.441
H -0.181 -0.278 4.883
H 1.131 0.378 5.879
H -0.283 2.282 5.309
H -0.682 1.890 6.992
```

Among the records above, which one has the highest strongest force on any atom?
C44H84O22S6